Here is a structure of composition C25H28CaCl3N5O3P from the OMol25 dataset. Energies are from ωB97M-V/def2-TZVPD.

**Energy**: -105269.997 eV
**Charge**: +1

Geometry as XYZ:
```
66
Properties=species:S:1:pos:R:3:forces:R:3
Ca -0.719 0.079 -0.235 -1.3 -1.3 -1.0
Cl 3.794 1.031 5.672 0.0 0.0 0.0
C 2.536 0.821 4.497 0.0 0.0 0.0
C 1.211 0.655 4.918 0.1 0.0 -0.1
C 0.214 0.494 3.988 -0.1 -0.1 -0.1
C 0.464 0.495 2.586 0.3 0.2 0.3
O -0.511 0.406 1.756 0.6 0.6 2.4
C 1.835 0.642 2.184 -0.3 0.0 0.3
C 2.261 0.630 0.812 0.1 -0.1 -0.3
N 1.515 0.372 -0.205 1.0 0.3 0.5
C 2.057 0.226 -1.486 0.5 -0.1 -0.4
C 3.325 -0.246 -1.746 -0.2 0.1 0.2
C 3.778 -0.427 -3.064 0.1 0.0 -0.2
C 2.968 -0.155 -4.130 0.1 0.0 0.1
C 1.648 0.296 -3.911 -0.1 0.0 0.2
C 0.740 0.560 -4.960 -0.1 0.0 0.0
C -0.524 0.990 -4.668 0.1 0.0 -0.1
C -0.890 1.144 -3.319 0.1 0.1 0.0
N -0.080 0.900 -2.318 0.2 0.4 -0.8
C 1.183 0.484 -2.587 0.3 0.0 -0.3
C 2.835 0.816 3.162 0.0 0.0 -0.1
H 0.985 0.668 5.976 0.0 0.0 0.0
H -0.815 0.372 4.306 0.0 0.0 0.0
H 3.322 0.853 0.660 0.0 0.0 0.0
H 3.984 -0.505 -0.927 0.0 0.0 0.0
H 4.782 -0.796 -3.228 0.0 0.0 0.0
H 3.322 -0.288 -5.145 0.0 0.0 0.0
H 1.057 0.414 -5.985 0.0 0.0 0.0
H -1.244 1.201 -5.446 0.0 0.0 0.0
H -1.887 1.482 -3.057 0.0 0.0 0.0
H 3.865 0.940 2.849 0.0 0.0 0.0
Cl -3.373 -0.537 -1.683 -0.4 -0.1 -0.3
C -4.235 -0.629 -0.149 0.0 0.1 0.0
Cl -3.109 -1.111 1.128 -0.2 -0.1 0.2
H -5.022 -1.369 -0.222 0.0 0.0 0.0
H -4.620 0.357 0.083 0.0 0.0 0.0
C -2.798 2.914 2.162 0.2 0.0 -0.2
P -1.801 3.033 0.661 -0.2 1.0 0.2
C -0.097 3.465 1.085 -0.3 -0.1 0.0
C -2.379 4.513 -0.211 0.0 -0.3 0.1
O -1.959 1.820 -0.209 -0.8 1.0 -0.1
H -2.712 3.808 2.778 0.0 0.0 0.0
H -2.486 2.035 2.725 0.0 0.0 0.0
H -3.834 2.791 1.842 0.0 0.0 0.1
H -0.054 4.492 1.446 0.0 0.0 0.0
H 0.498 3.373 0.175 0.0 0.0 0.0
H 0.303 2.802 1.842 0.1 0.0 0.1
H -2.305 5.396 0.424 0.0 0.0 0.0
H -3.414 4.372 -0.519 0.0 0.0 0.0
H -1.758 4.651 -1.096 0.0 0.0 0.0
C -0.792 -4.351 -2.323 0.0 0.1 -0.1
N -0.399 -4.012 -0.961 0.0 0.2 0.0
C -0.063 -4.951 -0.048 0.1 0.0 0.2
C 0.301 -4.618 1.211 0.0 0.0 0.0
C 0.297 -3.229 1.542 -0.1 0.0 -0.3
N -0.023 -2.311 0.637 0.1 -0.1 0.3
C -0.358 -2.663 -0.611 0.1 -0.8 -0.2
O -0.646 -1.813 -1.465 0.1 -0.7 -0.5
N 0.613 -2.821 2.774 -0.1 0.0 -0.1
H -0.841 -5.431 -2.424 0.0 0.0 0.0
H -0.072 -3.946 -3.032 0.0 0.0 0.0
H -1.764 -3.914 -2.546 0.0 0.0 0.0
H -0.105 -5.980 -0.377 0.0 0.0 0.0
H 0.574 -5.371 1.934 0.0 0.0 0.0
H 0.849 -3.484 3.488 0.0 0.0 0.1
H 0.571 -1.837 2.992 0.1 0.0 0.1
```
Positions in Å, forces in eV/Å.